The following is a DFT calculation (wB97M-V/def2-TZVPD) of 7 unconnected molecules or ions with the total composition C5H24N2O7 at a distorted geometry.

Atoms and positions in Å:
C1 1.928366 -0.744016 1.663253
O1 1.347916 0.401254 2.179118
C2 0.876975 -1.543038 0.711399
C3 0.272758 -0.576746 -0.143987
C4 -0.534315 -1.081292 -1.220382
C5 -0.840948 -2.369587 -1.396513
N1 -0.708819 -0.163252 -2.277944
N2 -0.082154 -2.110043 1.713152
H1 2.475582 -1.492195 2.421308
H2 2.902223 -0.386535 1.114638
H3 1.415059 -2.314609 0.361024
H4 1.069781 0.202626 -0.403548
H5 -0.457282 -0.061373 0.477719
H6 -1.232174 -2.623315 -2.392081
H7 -0.919267 -3.229805 -0.817354
H8 -1.270156 -0.584271 -3.013574
H9 -0.640361 0.850976 -2.005405
H10 1.257475 0.337610 3.134513
H11 -0.471809 -1.383676 2.132311
H12 -0.799882 -2.542488 1.145607
H13 -1.792310 0.268699 3.421554
H14 -2.592704 0.295195 2.297578
O2 -1.697881 0.146979 2.463051
H15 3.582395 1.945066 -0.975211
H16 2.034245 2.106118 -1.705519
O3 2.990538 2.349255 -1.491002
H17 0.724492 2.919178 2.009446
H18 -0.221326 1.787905 2.108027
O4 -0.110477 2.656472 2.059223
H19 1.821405 -1.021723 -2.839059
H20 1.842027 0.586618 -2.953694
O5 2.236175 -0.224858 -3.286542
H21 -1.102254 3.367179 -1.594234
H22 -1.656729 2.722929 -0.307644
O6 -1.504317 2.539890 -1.256533
H23 -3.780048 -1.070481 -0.512897
H24 -3.034931 0.294384 -0.814635
O7 -3.327270 -0.255033 -0.005164

Forces on atoms 1 to 3 (eV/Å):
C 3.2 -2.4 -1.2
O -0.3 0.4 1.1
C 0.9 1.7 6.5

Results
HOMO-LUMO gap   8.26 eV
SMILES string   C=C(N)C[C@H](N)CO.O.O.O.O.O.O
HOMO level   -8.1009 eV
E   -840.9412 Ha
Energy above the lowest of the compared OMol25 structures with the same formula, charge and spin   541.9 kJ/mol
Max |F|   0.15390 hartree/bohr


The following is a DFT calculation (wB97M-V/def2-TZVPD) of 6 unconnected molecules or ions with the total composition C5H24N3O5 at a distorted geometry.

Atoms and positions in Å:
C1 -1.584439 2.084982 -2.823947
C2 -0.461131 1.859883 -1.724032
C3 -1.124607 1.753479 -0.331992
C4 -1.450117 0.276321 -0.108783
N1 -0.271610 -0.338991 0.453391
C5 -0.110929 -1.621441 0.612103
N2 1.147042 -2.101224 0.971054
N3 -1.079203 -2.501325 0.484094
H1 -1.257812 1.824642 -3.827526
H2 -1.791703 3.081258 -2.909579
H3 -2.514278 1.551824 -2.590690
H4 0.350910 2.683947 -1.929444
H5 0.256080 1.011185 -1.916067
H6 -0.490617 2.183139 0.462462
H7 -2.014207 2.304243 -0.248875
H8 -1.551395 -0.329846 -1.104368
H9 -2.335646 0.120822 0.640646
H10 0.531068 0.311218 0.677844
H11 1.924355 -1.659563 0.523916
H12 1.336717 -2.156184 1.944435
H13 -2.065476 -2.177488 0.321582
H14 -0.943832 -3.315633 1.196337
H15 -4.715657 -0.925868 1.092065
H16 -4.542868 -1.583813 -0.326624
O1 -4.118693 -1.357084 0.550593
H17 4.437403 -1.562234 -2.166646
H18 3.754991 -2.572304 -1.445023
O2 4.208180 -1.832083 -1.213402
H19 -0.878990 -1.810277 3.337589
H20 -0.468244 -0.362169 3.367525
O3 -0.313377 -1.232576 2.986650
H21 2.653450 1.053139 0.003094
H22 3.017808 -0.350460 -0.865928
O4 2.574942 0.078337 -0.028439
H23 3.509274 3.238042 1.644460
H24 3.460896 1.835520 2.372724
O5 2.921712 2.538578 1.918795

Forces on atoms 1 to 3 (eV/Å):
C 1.5 -2.8 0.6
C 1.3 1.4 -1.7
C 1.6 -0.6 -0.7

Results
HOMO-LUMO gap   10.79 eV
Charge   +1
HOMO level   -13.3106 eV
E   -745.1118 Ha
Energy above the lowest of the compared OMol25 structures with the same formula, charge and spin   332.3 kJ/mol
Max |F|   0.10825 hartree/bohr


The following is a DFT calculation (wB97M-V/def2-TZVPD) of 7 unconnected molecules or ions with the total composition C5H24NO8 at a distorted geometry.

Atoms and positions in Å:
C1 0.436687 -1.412963 -1.760460
O1 -0.840014 -1.690971 -2.240642
C2 0.247520 -0.827020 -0.353795
C3 1.482580 -0.145787 0.174530
C4 2.454723 -0.893535 1.105119
C5 2.491440 -2.341099 0.765035
O2 1.619925 -3.205374 0.835294
N1 -0.940954 0.057806 -0.414571
H1 1.154340 -2.239892 -1.866413
H2 0.730558 -0.490412 -2.548297
H3 -1.068120 -2.719113 -2.309121
H4 -0.019762 -1.658641 0.344448
H5 1.175908 0.729772 0.747867
H6 1.963845 0.452619 -0.678947
H7 3.448557 -0.405059 0.969473
H8 2.136450 -0.876025 2.182549
H9 3.394572 -2.706420 0.377914
H10 -0.549306 0.999833 -0.337141
H11 -1.530279 -0.084487 -1.223511
H12 -1.528579 -0.051504 0.449451
H13 -0.897761 0.589753 -3.250541
H14 0.016355 1.354162 -4.287239
O3 -0.282722 1.313498 -3.378357
H15 -0.117941 -3.233580 3.484198
H16 0.714905 -2.881376 2.189300
O4 -0.051746 -2.550906 2.828194
H17 -2.259322 3.693734 2.368307
H18 -2.324707 2.872286 1.175411
O5 -2.272998 3.793253 1.414804
H19 -2.604719 2.308077 -0.711153
H20 -3.971069 2.118559 -0.986030
O6 -3.215797 1.575248 -0.680461
H21 -1.312199 -0.836157 2.562543
H22 -0.376655 0.314287 3.121265
O7 -0.896957 -0.011711 2.391841
H23 1.092474 3.551758 -0.222854
H24 1.496382 2.828727 -1.530461
O8 1.004386 2.708658 -0.707548

Forces on atoms 1 to 3 (eV/Å):
C 0.7 3.0 -2.1
O -2.1 -4.3 -1.0
C 0.4 -2.7 0.4

Results
HOMO-LUMO gap   10.80 eV
Charge   +1
HOMO level   -13.5025 eV
E   -861.3012 Ha
Energy above the lowest of the compared OMol25 structures with the same formula, charge and spin   305.6 kJ/mol
Max |F|   0.09467 hartree/bohr


The following is a DFT calculation (wB97M-V/def2-TZVPD) of 7 unconnected molecules or ions with the total composition C5H24O7 at a distorted geometry.

Atoms and positions in Å:
C1 -1.603809 -0.037940 1.719382
O1 -0.257439 -0.261630 2.219602
H1 -2.157389 -0.771870 2.305062
H2 -1.936799 0.998680 1.668232
H3 -1.719879 -0.373680 0.688892
H4 0.146471 0.593530 2.054812
C2 -1.865699 -4.409040 -0.018708
O2 -1.952639 -3.045560 0.102822
H5 -2.420149 -4.988970 0.719092
H6 -2.175679 -4.690950 -1.024958
H7 -0.804389 -4.651540 0.035412
H8 -1.081839 -2.706650 0.322892
C3 2.800491 0.418450 -2.803018
C4 1.384531 0.805450 -2.541228
C5 0.816701 0.380390 -1.166978
O3 1.160221 2.226030 -2.725328
H9 3.058681 -0.639370 -2.753468
H10 3.467241 0.894150 -2.083828
H11 3.077271 0.713350 -3.815208
H12 0.748321 0.415800 -3.335898
H13 1.322061 0.879080 -0.339928
H14 0.966721 -0.659630 -0.877228
H15 -0.251769 0.571170 -1.066528
H16 1.459321 2.461130 -3.606728
O4 -0.794459 -2.981410 3.234792
H17 -1.584499 -3.235750 2.757952
H18 -0.622229 -2.083260 2.952122
O5 0.491921 2.424250 1.432162
H19 0.369211 2.400090 0.483172
H20 0.148911 3.277780 1.696852
O6 3.031311 1.642170 0.937322
H21 2.183641 1.993220 1.210182
H22 3.379981 2.298570 0.334162
O7 -3.015989 3.002730 0.466862
H23 -2.601159 3.576910 1.110652
H24 -3.167189 3.564320 -0.293388

Forces on atoms 1 to 3 (eV/Å):
C 1.1 -0.9 1.7
O -2.8 0.2 -1.4
H -0.6 0.1 -0.1

Results
HOMO-LUMO gap (alpha / beta)   10.16 / 2.89 eV
Charge   +1
<S²>   0.755
HOMO level (alpha / beta)   -13.4507 / -13.1666 eV
2S+1   2
E   -731.1311 Ha
Energy above the lowest of the compared OMol25 structures with the same formula, charge and spin   54.0 kJ/mol
Max |F|   0.06149 hartree/bohr


The following is a DFT calculation (wB97M-V/def2-TZVPD) of 7 unconnected molecules or ions with the total composition C5H25N2O7 at a distorted geometry.

Atoms and positions in Å:
O1 -2.797726 0.111290 -2.031296
C1 -1.692141 -0.310808 -1.756153
N1 -0.819951 -0.708325 -2.723024
C2 0.654537 -0.795366 -2.604389
C3 -1.252213 -0.472937 -0.310806
N2 -2.186223 0.294576 0.554688
C4 -0.473171 -2.331801 1.305892
C5 -1.316568 -1.963147 0.073535
H1 -1.134428 -0.499149 -3.657500
H2 0.939827 -1.484033 -1.813896
H3 0.939149 -1.171470 -3.579205
H4 1.051991 0.175234 -2.301878
H5 -0.262336 -0.079481 -0.079607
H6 -1.760945 0.644794 1.438476
H7 -2.961118 -0.310086 0.818027
H8 -2.573756 1.153674 0.085304
H9 -0.514257 -3.414227 1.411045
H10 0.528569 -1.921484 1.316129
H11 -0.992761 -1.945062 2.192985
H12 -2.343185 -2.300926 0.225066
H13 -0.944211 -2.548534 -0.771008
H14 1.270674 2.568690 0.339521
H15 1.539001 4.033546 0.745135
O2 0.844351 3.419206 0.488689
H16 -2.737942 2.396990 -1.805371
H17 -2.312939 3.426210 -0.615742
O3 -2.317419 2.528051 -0.951084
H18 2.249220 -3.297931 -1.057610
H19 2.558550 -3.089275 0.322173
O4 2.344463 -2.544351 -0.452923
H20 0.261246 1.167055 2.716701
H21 -0.579516 2.362498 2.818560
O5 -0.660788 1.433345 2.568402
H22 2.352397 2.438074 2.527687
H23 2.981038 1.068742 2.131481
O6 2.444088 1.523615 2.788633
H24 3.117551 0.291180 -0.909615
H25 3.320153 -0.325151 0.533346
O7 3.236786 0.476774 0.019632

Forces on atoms 1 to 3 (eV/Å):
O -0.4 -0.1 0.2
C 0.6 0.2 -0.9
N 0.4 0.2 0.6

Results
HOMO-LUMO gap   10.60 eV
Charge   +1
HOMO level   -13.1418 eV
E   -841.5061 Ha
Energy above the lowest of the compared OMol25 structures with the same formula, charge and spin   80.3 kJ/mol
Max |F|   0.03161 hartree/bohr


The following is a DFT calculation (wB97M-V/def2-TZVPD) of 7 unconnected molecules or ions with the total composition C5H25N2O7 at a distorted geometry.

Atoms and positions in Å:
N1 1.287357 -1.293351 1.443020
C1 0.972882 0.161546 1.487249
C2 0.652977 0.648397 0.085096
N2 0.038547 1.838674 -0.066972
C3 0.153557 2.882998 0.968458
C4 1.503050 3.589265 0.957382
C5 -0.128960 2.316049 -1.445423
O1 0.896758 -0.115728 -0.842705
H1 2.119220 -1.418792 0.841287
H2 0.426539 -1.879598 1.031641
H3 1.530328 -1.610460 2.374289
H4 0.138621 0.280833 2.172396
H5 1.814114 0.730702 1.898228
H6 -0.667437 3.581412 0.774459
H7 -0.052491 2.444965 1.945274
H8 1.704837 4.074198 0.003033
H9 1.519285 4.335766 1.757151
H10 2.303619 2.877116 1.168491
H11 0.812868 2.372334 -2.001853
H12 -0.596645 3.299997 -1.443213
H13 -0.737401 1.615071 -2.005917
H14 -2.404716 -3.033788 -1.239743
H15 -1.204891 -2.902184 -2.272625
O2 -1.571155 -3.440482 -1.537996
H16 -3.803136 1.178819 -0.486946
H17 -2.275934 1.102567 -0.278950
O3 -3.130691 0.855842 0.119924
H18 -3.951667 -2.071484 1.064065
H19 -3.219818 -0.831035 0.424309
O4 -3.141313 -1.799988 0.584633
H20 0.082720 -1.417919 -2.892343
H21 -0.100878 -2.353189 -4.145143
O5 -0.571541 -1.852058 -3.470385
H22 4.494557 -2.246866 1.001897
H23 4.195766 -1.691399 -0.392584
O6 3.900144 -1.678048 0.521170
H24 -1.548738 -2.442916 1.028925
H25 -0.776194 -3.243199 -0.036896
O7 -0.664129 -2.864064 0.907326

Forces on atoms 1 to 3 (eV/Å):
N 0.1 0.9 -0.9
C 0.0 -0.1 0.5
C -0.2 -0.8 -0.3

Results
HOMO-LUMO gap   10.75 eV
Charge   +1
HOMO level   -13.2195 eV
E   -841.5367 Ha
Energy above the lowest of the compared OMol25 structures with the same formula, charge and spin   0.0 kJ/mol
Max |F|   0.02467 hartree/bohr


The following is a DFT calculation (wB97M-V/def2-TZVPD) of 9 unconnected molecules or ions with the total composition C5H25NO10 at a distorted geometry.

Atoms and positions in Å:
O1 -1.279930 -0.289629 1.902076
C1 -0.637791 0.719230 1.819072
O2 -0.927638 1.752068 2.658891
C2 0.537337 1.004393 0.873088
C3 0.413356 0.747818 -0.548709
C4 0.108799 -0.668677 -0.966346
C5 -0.192571 -0.898659 -2.267646
N1 0.156169 -1.711443 -0.097869
H1 -1.929876 1.548325 2.943861
H2 1.466371 0.594117 1.112436
H3 0.807419 2.081697 0.939235
H4 -0.163973 1.508201 -1.097387
H5 1.440411 0.881247 -0.895410
H6 -0.445986 -1.801103 -2.648410
H7 -0.312409 0.020669 -2.852001
H8 0.699937 -1.685237 0.814540
H9 -0.007769 -2.687869 -0.246800
H10 3.428721 -0.259001 -0.865907
H11 3.615784 -1.036773 0.394086
O3 3.270700 -0.176475 0.151050
H12 0.140896 -2.628083 3.883619
H13 -0.534050 -1.819185 2.862436
O4 0.272428 -1.805854 3.389605
H14 -4.262361 0.986229 0.724613
H15 -3.017607 0.335550 0.078346
O5 -3.387292 1.115502 0.559137
H16 -1.660683 -2.308438 1.044607
H17 -2.960318 -2.712599 1.452237
O6 -2.255317 -3.133184 1.025347
H18 -2.326671 -1.158742 -0.729266
H19 -2.507045 -0.103940 -1.766073
O7 -3.005765 -0.770913 -1.330632
H20 2.061852 -0.910447 -2.907975
H21 3.445453 -0.384093 -3.432824
O8 2.991689 -0.711812 -2.668721
H22 2.777357 1.309231 -1.437210
H23 3.235142 2.657354 -0.902510
O9 3.181193 2.129377 -1.681483
H24 -0.612229 3.954962 -0.352053
H25 -1.204242 2.918634 0.702348
O10 -0.419504 3.397556 0.364591

Forces on atoms 1 to 3 (eV/Å):
O -0.6 -1.1 -1.0
C 0.9 1.6 1.0
O -2.8 -1.2 -0.6

Results
HOMO-LUMO gap (alpha / beta)   10.41 / 6.54 eV
Charge   +1
<S²>   0.766
HOMO level (alpha / beta)   -14.2631 / -14.2192 eV
2S+1   2
E   -1012.3026 Ha
Energy above the lowest of the compared OMol25 structures with the same formula, charge and spin   23.2 kJ/mol
Max |F|   0.09436 hartree/bohr